Formula: C21H36CrP2S
Source: the OMol25 dataset
Level of theory: ωB97M-V/def2-TZVPD

Properties
Relative energy (zero: lowest compared OMol25 entry of this formula, charge and spin) in eV: 9.310
Maximum force in eV/A: 3.44
Spin multiplicity: 5
LUMO energy (alpha / beta) in eV: -0.75 / -0.99
<S²>: 6.303
HOMO (alpha / beta) in eV: -6.9913 / -6.9954
HOMO-LUMO gap (alpha / beta) in eV: 6.24 / 6.00

Each line ends with the Löwdin spin population.
Element x y z (Å)
P 1.061 2.295 -0.053  0.000
P -0.442 -0.051 -2.651  0.004
C 1.458 1.831 -1.880  0.000
C 0.490 1.537 -2.979  0.002
H 1.997 0.911 -1.653  0.001
H 2.128 2.596 -2.246  0.000
H -0.285 2.278 -3.234  0.001
H 1.049 1.298 -3.893  0.000
C 0.068 -0.923 -4.287  0.002
H -0.449 -1.919 -4.332  0.000
H 1.143 -1.160 -4.397  0.000
H -0.163 -0.391 -5.252  0.000
C -2.184 0.075 -3.150  0.004
H -2.265 0.128 -4.250  0.000
H -2.580 0.979 -2.670  0.005
H -2.704 -0.802 -2.731  0.000
C 2.824 2.798 0.081  0.005
H 3.186 3.201 1.037  0.000
H 3.085 3.499 -0.731  0.001
H 3.515 1.979 -0.126  0.000
C 0.075 3.758 0.110  0.000
H -0.958 3.576 -0.253  0.009
H 0.512 4.560 -0.463  -0.001
H 0.005 4.041 1.161  0.001
Cr -2.210 1.849 0.156  4.279
C 1.145 -1.908 -1.755  0.001
C 2.460 -1.760 -2.117  0.002
C 3.632 -2.113 -1.275  0.003
C 3.317 -1.670 0.154  0.007
C 3.154 -0.231 0.247  0.050
C 2.017 0.252 0.779  -0.032
C 0.591 -0.290 0.362  0.004
C 0.450 -1.702 -0.249  0.000
C -2.239 2.177 2.306  -0.214
H 0.411 -2.632 -2.263  0.000
H 2.714 -1.775 -3.181  0.000
H 4.524 -1.643 -1.703  0.000
H 3.849 -3.191 -1.324  0.000
H 2.425 -2.167 0.534  0.000
H 4.105 -1.970 0.797  0.003
H 4.000 0.346 -0.116  0.002
H 1.953 0.712 1.794  0.004
H 0.076 0.367 -0.449  0.003
H -0.175 -0.116 1.123  0.002
H 0.780 -2.500 0.430  0.000
H -0.641 -1.806 -0.436  0.000
H -3.259 2.140 2.777  -0.002
H -1.646 3.103 2.501  -0.015
H -1.592 1.373 2.722  0.001
S -2.999 -0.278 1.143  -0.088
C -3.220 -0.964 2.735  0.001
C -4.491 -1.283 3.305  -0.017
C -4.639 -1.974 4.531  0.003
C -3.521 -2.476 5.224  -0.018
C -2.277 -2.260 4.609  0.004
C -2.104 -1.404 3.509  -0.015
H -5.374 -0.976 2.737  0.000
H -5.618 -2.198 4.941  0.001
H -3.674 -3.136 6.106  -0.001
H -1.416 -2.802 5.007  0.001
H -1.071 -1.188 3.183  0.000

Formula: C3H4O4S
Source: the OMol25 dataset
Level of theory: ωB97M-V/def2-TZVPD

Properties
Relative energy (zero: lowest compared OMol25 entry of this formula, charge and spin) in eV: 2.061
Maximum force in eV/A: 3.83
LUMO energy in eV: -1.85
HOMO in eV: -9.1854
HOMO-LUMO gap in eV: 7.34

Each line ends with the Löwdin charge.
Element x y z (Å)
C -0.685 0.396 -0.490  -0.414
C 0.575 -0.537 -0.450  -0.270
C -1.938 -0.135 -0.085  -0.005
O -0.430 1.528 -0.843  0.092
O 3.355 0.450 0.056  -0.397
O 1.375 0.287 1.363  -0.413
O 0.414 -1.710 -0.199  0.059
S 2.703 0.846 1.265  0.987
H 1.427 -0.063 -0.876  0.081
H -2.741 0.488 -0.145  0.061
H -1.855 -0.449 0.941  0.107
H -2.201 -1.100 -0.537  0.113